Model i:
{"formula": "C19H32N4O4", "method": "wB97M-V/def2-TZVPD", "elements": ["C", "H", "H", "H", "C", "N", "C", "O", "C", "C", "N", "C", "N", "H", "H", "C", "O", "N", "H", "C", "C", "O", "O", "C", "C", "H", "H", "H", "C", "H", "H", "H", "C", "H", "H", "H", "H", "C", "H", "C", "C", "H", "H", "H", "C", "H", "H", "H", "H", "H", "C", "H", "C", "H", "H", "H", "H", "H", "H"], "positions_angstrom": [[6.820, 1.799, -0.363], [7.539, 2.243, -1.046], [7.252, 0.893, 0.054], [6.631, 2.504, 0.444], [5.535, 1.463, -1.116], [4.537, 0.850, -0.257], [4.528, -0.493, -0.185], [5.347, -1.199, -0.756], [3.504, -1.154, 0.669], [2.126, -1.262, 0.637], [1.715, -2.147, 1.596], [2.793, -2.581, 2.176], [3.906, -2.018, 1.649], [4.868, -2.215, 1.875], [2.814, -3.291, 2.979], [1.155, -0.640, -0.280], [1.466, 0.021, -1.257], [-0.120, -0.911, 0.065], [-0.273, -1.404, 0.932], [-1.247, -0.384, -0.653], [-2.179, 0.336, 0.320], [-1.931, 0.465, 1.493], [-3.235, 0.816, -0.317], [-4.243, 1.609, 0.368], [-5.259, 1.936, -0.726], [-5.680, 1.019, -1.131], [-6.061, 2.544, -0.319], [-4.776, 2.479, -1.533], [-3.610, 2.887, 0.916], [-4.381, 3.524, 1.340], [-3.105, 3.426, 0.118], [-2.886, 2.648, 1.691], [-4.897, 0.796, 1.484], [-5.310, -0.128, 1.085], [-4.169, 0.553, 2.253], [-5.700, 1.376, 1.931], [-0.850, 0.384, -1.333], [-1.950, -1.450, -1.515], [-1.286, -1.677, -2.351], [-2.270, -2.759, -0.786], [-2.761, -3.791, -1.801], [-2.009, -3.967, -2.566], [-2.976, -4.736, -1.309], [-3.670, -3.443, -2.287], [-3.317, -2.567, 0.307], [-4.232, -2.157, -0.117], [-3.555, -3.521, 0.773], [-2.962, -1.895, 1.083], [-1.349, -3.138, -0.331], [-2.866, -1.014, -1.916], [3.735, 1.727, 0.570], [4.410, 2.357, 1.163], [2.783, 2.607, -0.235], [2.093, 3.103, 0.442], [3.319, 3.369, -0.795], [2.217, 1.989, -0.926], [3.156, 1.109, 1.258], [5.107, 2.362, -1.561], [5.759, 0.746, -1.908]], "lowdin_charge": [-0.065, 0.073, 0.075, 0.064, -0.192, -0.056, -0.403, 0.068, -0.099, -0.148, 0.118, -0.165, 0.139, 0.168, 0.120, -0.411, 0.058, 0.120, 0.130, -0.192, -0.460, 0.110, 0.033, -0.560, -0.019, 0.087, 0.089, 0.088, -0.016, 0.090, 0.093, 0.081, -0.017, 0.083, 0.082, 0.091, 0.163, -0.107, 0.125, -0.422, -0.079, 0.076, 0.075, 0.081, -0.059, 0.082, 0.082, 0.069, 0.132, 0.123, -0.192, 0.116, -0.067, 0.077, 0.064, 0.054, 0.116, 0.112, 0.122], "lumo_ha": 0.0277, "smiles": "CCN(CC)C(=O)c1[nH]cnc1C(=O)N[C@@H](CC(C)C)C(=O)OC(C)(C)C", "charge": 0}



Model ii:
{"formula": "C19H32N4O4", "method": "wB97M-V/def2-TZVPD", "elements": ["C", "C", "C", "C", "C", "C", "C", "C", "N", "N", "C", "N", "N", "C", "C", "H", "H", "H", "H", "H", "H", "H", "H", "H", "H", "H", "H", "C", "O", "C", "C", "O", "C", "H", "H", "H", "H", "H", "H", "H", "H", "H", "H", "C", "O", "C", "C", "O", "C", "H", "H", "H", "H", "H", "H", "H", "H", "H", "H"], "positions_angstrom": [[-6.193, 1.838, 0.922], [-4.908, 1.671, 1.415], [-4.497, 0.441, 1.912], [-5.361, -0.650, 1.919], [-4.905, -2.001, 2.408], [-4.865, -3.035, 1.257], [-3.581, -2.878, 0.419], [-3.822, -2.555, -1.030], [-4.849, -3.142, -1.649], [-5.060, -2.837, -2.906], [-4.229, -1.964, -3.463], [-3.181, -1.402, -2.871], [-2.970, -1.706, -1.614], [-6.658, -0.465, 1.438], [-7.073, 0.762, 0.945], [-6.524, 2.786, 0.519], [-4.220, 2.508, 1.403], [-3.484, 0.343, 2.287], [-3.903, -1.910, 2.832], [-5.566, -2.376, 3.193], [-5.745, -2.886, 0.636], [-4.900, -4.028, 1.705], [-2.982, -3.792, 0.445], [-2.970, -2.069, 0.822], [-4.416, -1.694, -4.496], [-7.358, -1.295, 1.448], [-8.085, 0.860, 0.570], [0.020, -1.110, -0.902], [1.090, -0.739, -0.046], [2.133, -1.697, 0.008], [3.309, -1.300, -0.855], [2.978, -1.296, -2.235], [2.733, -0.001, -2.748], [-0.620, -0.241, -1.033], [0.386, -1.435, -1.879], [-0.569, -1.912, -0.451], [1.765, -2.684, -0.290], [2.467, -1.760, 1.049], [4.115, -2.028, -0.715], [3.687, -0.320, -0.549], [3.667, 0.566, -2.834], [2.031, 0.555, -2.121], [2.304, -0.119, -3.742], [4.417, 2.339, 0.526], [5.616, 1.705, 0.119], [6.385, 2.472, -0.792], [7.542, 3.167, -0.110], [7.100, 4.148, 0.813], [7.145, 3.721, 2.161], [4.014, 1.769, 1.362], [4.592, 3.369, 0.845], [3.684, 2.332, -0.289], [5.754, 3.208, -1.301], [6.781, 1.786, -1.547], [8.143, 3.678, -0.868], [8.178, 2.429, 0.389], [8.179, 3.667, 2.518], [6.669, 2.746, 2.292], [6.611, 4.460, 2.755]], "lowdin_charge": [-0.095, -0.086, -0.047, -0.239, -0.157, -0.175, -0.121, -0.312, 0.102, 0.059, -0.189, 0.063, 0.101, -0.050, -0.086, 0.100, 0.102, 0.111, 0.108, 0.116, 0.090, 0.109, 0.123, 0.103, 0.103, 0.115, 0.102, -0.123, -0.192, -0.208, -0.197, -0.186, -0.110, 0.082, 0.086, 0.064, 0.125, 0.124, 0.127, 0.107, 0.085, 0.082, 0.089, -0.111, -0.201, -0.208, -0.207, -0.190, -0.112, 0.091, 0.085, 0.084, 0.127, 0.126, 0.125, 0.126, 0.088, 0.083, 0.089], "lumo_ha": -0.0255, "smiles": "c1ccc(CCCc2nncnn2)cc1.COCCOC.COCCOC", "charge": 0}



Model iii:
{"formula": "C19H32N4O4", "method": "wB97M-V/def2-TZVPD", "elements": ["C", "C", "H", "H", "C", "N", "C", "C", "C", "H", "H", "H", "H", "H", "H", "H", "C", "H", "H", "C", "N", "C", "C", "N", "C", "H", "H", "C", "N", "C", "O", "O", "C", "C", "H", "H", "H", "H", "H", "C", "H", "C", "H", "H", "H", "H", "H", "C", "O", "C", "O", "H", "H", "H", "H", "H", "H", "H", "H"], "positions_angstrom": [[-4.110, -2.752, 2.290], [-3.534, -2.110, 1.034], [-3.784, -1.047, 1.018], [-3.984, -2.577, 0.157], [-2.014, -2.265, 0.985], [-1.422, -1.511, -0.104], [-0.022, -1.175, 0.089], [0.978, -2.348, 0.151], [1.285, -2.804, 1.573], [0.417, -3.262, 2.040], [1.590, -1.954, 2.181], [2.093, -3.534, 1.569], [0.593, -3.187, -0.434], [1.910, -2.028, -0.320], [0.259, -0.518, -0.741], [0.060, -0.596, 1.013], [-1.731, -2.021, -1.434], [-0.824, -2.036, -2.043], [-2.127, -3.042, -1.397], [-2.754, -1.100, -2.137], [-2.440, 0.287, -1.870], [-1.410, 0.869, -2.515], [-0.570, 1.963, -2.285], [-0.366, 2.833, -1.278], [-0.845, 2.576, 0.070], [-1.076, 1.514, 0.169], [-1.752, 3.162, 0.267], [0.248, 2.942, 1.086], [1.538, 2.554, 0.572], [2.191, 1.499, 1.114], [1.785, 0.875, 2.068], [3.343, 1.243, 0.464], [4.140, 0.183, 0.991], [4.973, 0.643, 2.178], [5.613, -0.169, 2.510], [5.592, 1.492, 1.897], [4.320, 0.936, 2.996], [4.775, -0.126, 0.158], [3.485, -0.642, 1.287], [1.963, 3.208, -0.653], [2.673, 4.013, -0.432], [0.730, 3.769, -1.378], [0.968, 3.929, -2.430], [0.418, 4.720, -0.937], [2.464, 2.473, -1.286], [0.250, 4.018, 1.289], [0.087, 2.407, 2.023], [0.058, 1.834, -3.610], [0.901, 2.462, -4.212], [-0.812, 0.615, -3.837], [-0.932, -0.248, -4.676], [-2.578, 0.541, -0.900], [-3.766, -1.283, -1.774], [-2.718, -1.267, -3.213], [-1.597, -1.873, 1.915], [-1.770, -3.340, 0.927], [-3.868, -3.812, 2.322], [-3.703, -2.282, 3.183], [-5.192, -2.648, 2.310]], "lowdin_charge": [-0.110, -0.248, 0.109, 0.098, -0.220, -0.185, -0.207, -0.219, -0.106, 0.059, 0.061, 0.071, 0.106, 0.100, 0.110, 0.103, -0.158, 0.122, 0.124, -0.148, 0.067, -0.121, -0.081, -0.046, -0.096, 0.104, 0.130, -0.106, -0.025, -0.544, 0.075, -0.001, -0.211, -0.056, 0.078, 0.079, 0.075, 0.127, 0.104, -0.091, 0.131, -0.108, 0.121, 0.127, 0.130, 0.128, 0.129, -0.277, 0.083, -0.285, 0.089, 0.118, 0.109, 0.117, 0.124, 0.125, 0.073, 0.072, 0.069], "lumo_ha": 0.0209, "smiles": "CCCN(CCC)CCNc1c(N2CCN(C(=O)OCC)CC2)c(=O)c1=O", "charge": 0}



Most stable to least stable, the ends of the list are model i and model ii.



Model i:
{"formula": "C11H22N4O4", "method": "wB97M-V/def2-TZVPD", "elements": ["C", "C", "C", "C", "C", "C", "C", "C", "C", "C", "C", "H", "H", "H", "H", "H", "H", "H", "H", "H", "H", "H", "H", "H", "H", "H", "H", "H", "H", "H", "H", "H", "H", "N", "N", "N", "N", "O", "O", "O", "O"], "positions_angstrom": [[0.502, -1.211, -1.694], [-0.027, -0.371, -0.561], [-0.778, -1.840, -2.327], [-0.989, -1.438, -3.817], [-0.609, 0.014, -4.162], [0.815, 0.496, 1.595], [1.946, 1.522, 1.615], [0.742, -0.390, 2.873], [-0.583, -0.992, 3.252], [-1.472, 0.008, 4.110], [-1.887, 1.225, 3.242], [2.341, -2.045, -1.978], [1.247, -3.187, -1.491], [0.945, -0.619, -2.465], [-1.617, -1.533, -1.726], [-0.778, -2.901, -2.204], [-0.390, -2.012, -4.355], [-2.042, -1.810, -3.972], [-0.787, 1.823, -3.439], [-1.182, 0.554, -2.192], [1.465, -1.216, 0.505], [-0.129, 1.021, 1.502], [1.520, -1.119, 2.744], [1.139, 0.228, 3.694], [-0.346, -1.939, 3.889], [-1.067, -1.337, 2.335], [-0.815, 0.212, 4.996], [-2.454, -0.455, 4.419], [-1.231, 2.086, 3.313], [-2.716, 1.760, 3.632], [-1.939, 0.941, 0.928], [-3.366, 0.836, 1.870], [3.870, 1.599, 1.533], [1.557, -2.167, -1.387], [-1.100, 0.882, -3.191], [0.860, -0.409, 0.479], [-2.360, 0.785, 1.923], [-1.069, 0.174, -0.544], [-0.091, 0.297, -5.225], [1.751, 2.703, 1.907], [3.119, 0.992, 1.227]], "lowdin_charge": [-0.280, -0.439, -0.126, -0.083, -0.537, -0.217, -0.447, -0.158, -0.207, -0.166, -0.291, 0.066, 0.122, 0.138, 0.100, 0.102, 0.056, 0.144, 0.114, 0.065, 0.125, 0.112, 0.107, 0.125, 0.135, 0.093, 0.110, 0.112, 0.104, 0.084, 0.087, 0.059, 0.169, 0.049, 0.163, 0.125, -0.018, 0.054, 0.055, 0.095, 0.101], "lumo_ha": 0.0158, "smiles": "NCCCC[C@H](NC(=O)[C@@H](N)CCC(N)=O)C(=O)O", "charge": 0}



Model ii:
{"formula": "C11H22N4O4", "method": "wB97M-V/def2-TZVPD", "elements": ["C", "C", "C", "C", "C", "C", "C", "C", "C", "C", "C", "H", "H", "H", "H", "H", "H", "H", "H", "H", "H", "H", "H", "H", "H", "H", "H", "H", "H", "H", "H", "H", "H", "N", "N", "N", "N", "O", "O", "O", "O"], "positions_angstrom": [[1.523, 1.747, -0.581], [1.009, 0.781, 0.511], [1.008, 1.392, -1.988], [-0.443, 1.927, -2.261], [-1.551, 1.136, -1.586], [-2.913, 1.608, -2.047], [1.353, -1.485, 1.499], [2.730, -2.139, 1.904], [0.388, -2.541, 1.129], [-1.038, -2.070, 0.937], [-1.666, -1.729, 2.252], [3.419, 2.178, -1.345], [3.409, 1.888, 0.232], [1.291, 2.760, -0.280], [1.636, 1.900, -2.726], [1.007, 0.281, -2.198], [-0.536, 1.912, -3.354], [-0.452, 2.966, -1.886], [-1.457, 0.059, -1.825], [-1.502, 1.198, -0.512], [-3.101, 1.569, -3.136], [-3.023, 2.675, -1.806], [-3.842, 0.810, -0.420], [-3.949, -0.144, -1.655], [2.457, -0.535, -0.072], [1.031, -0.956, 2.421], [0.720, -3.062, 0.219], [0.340, -3.315, 1.904], [-1.601, -2.911, 0.511], [-1.117, -1.239, 0.248], [-1.218, 0.223, 1.995], [-2.041, -0.128, 3.439], [4.570, -2.164, 1.412], [3.005, 1.564, -0.652], [-3.999, 0.849, -1.432], [1.566, -0.473, 0.439], [-1.853, -0.394, 2.467], [0.198, 1.092, 1.327], [2.935, -2.947, 2.758], [-2.036, -2.561, 3.065], [3.744, -1.722, 1.093]], "lowdin_charge": [-0.283, -0.445, -0.153, -0.198, -0.233, -0.307, -0.194, -0.440, -0.149, -0.107, -0.556, 0.073, 0.090, 0.140, 0.106, 0.133, 0.113, 0.119, 0.119, 0.090, 0.118, 0.115, 0.062, 0.062, 0.124, 0.171, 0.137, 0.137, 0.134, 0.092, 0.030, 0.124, 0.148, 0.031, -0.019, 0.128, 0.168, 0.061, 0.132, 0.048, 0.078], "lumo_ha": 0.0148, "smiles": "NCCCC[C@H](N)C(=O)N[C@@H](CCC(N)=O)C(=O)O", "charge": 0}



Most stable to least stable, the ends of the list are model ii and model i.



Model i:
{"formula": "C5H5Cl", "method": "wB97M-V/def2-TZVPD", "elements": ["C", "C", "C", "C", "C", "H", "H", "H", "H", "H", "Cl"], "positions_angstrom": [[-1.254, 0.848, 1.954], [-0.741, 0.231, 0.803], [-0.044, -0.054, -0.150], [0.663, -0.137, -1.360], [1.395, -1.248, -1.715], [-1.112, 0.229, 2.866], [-2.327, 1.004, 1.806], [-0.759, 1.805, 2.084], [0.565, 0.670, -2.068], [1.475, -2.060, -1.002], [2.140, -1.290, -3.219]], "lowdin_charge": [-0.120, -0.099, -0.054, -0.203, -0.604, 0.095, 0.084, 0.086, 0.097, 0.075, 0.644], "lumo_ha": 0.0263, "smiles": "CC#C/C=C/Cl", "charge": 0}



Model ii:
{"formula": "C5H5Cl", "method": "wB97M-V/def2-TZVPD", "elements": ["C", "C", "C", "C", "C", "H", "H", "H", "H", "H", "Cl"], "positions_angstrom": [[0.381, 1.360, -0.036], [0.158, -0.150, -0.009], [1.132, -0.987, 0.047], [-1.218, -0.538, -0.086], [-2.372, -0.875, -0.133], [-0.459, 1.905, 0.127], [0.671, 1.755, -0.911], [1.031, 1.575, 0.823], [1.165, -2.060, 0.274], [-3.291, -1.417, 0.011], [2.801, -0.567, -0.107]], "lowdin_charge": [-0.046, -0.383, -0.523, -0.104, 0.125, 0.044, 0.045, 0.095, 0.079, 0.035, 0.631], "lumo_ha": 0.0324, "smiles": "C#C/C(C)=C/Cl", "charge": 0}



Most stable to least stable, the ends of the list are model i and model ii.